Entry 1:
ORCA calculation (wB97M-V/def2-TZVPD) on a cluster of 8 separate species, C6H28O8 in total in a non-equilibrium geometry.

Computed properties:
**Energy**: -23055.438 eV
**HOMO level**: -10.29 eV
**SMILES**: CCO.CCO.CCO.O.O.O.O.O
**LUMO**: 0.2 eV

Geometry as ORCA input:
```
! wB97M-V def2-TZVPD RIJCOSX def2/J DEFGRID3
* xyz 0 1
H -11.73685 -5.58399 -5.32255
H -12.55841 -11.24590 -9.93578
H -10.07016 -11.29747 -7.69671
H -11.18201 -7.49901 -6.18184
H -13.10610 -10.77085 -7.71862
H -12.32074 -8.25175 -8.30217
H -16.02557 -8.84080 -6.66140
C -8.49843 -6.28152 -4.88741
H -11.62426 -3.43439 -3.67404
H -15.36967 -4.21402 -6.16371
H -14.02660 -4.63391 -3.12264
O -12.25471 -5.73588 -6.11476
H -12.31528 -12.39716 -7.98370
O -9.79320 -4.07970 -6.61914
H -11.65675 -6.61252 -8.49884
O -8.09347 -7.07405 -3.71675
C -12.39029 -7.21364 -7.94148
H -12.91188 -7.63110 -5.90502
H -8.41537 -6.24835 -7.07391
H -8.65547 -7.83631 -6.33159
C -10.97906 -10.91689 -7.21573
H -10.56349 -4.67865 -6.55623
H -14.28501 -5.03289 -5.51702
O -10.88682 -3.14293 -4.22342
O -13.09392 -4.74778 -2.94540
H -7.97894 -5.34219 -4.73812
H -10.90363 -9.83379 -7.14573
H -11.06450 -11.27278 -6.18698
H -13.44034 -6.88499 -8.16445
H -14.65788 -9.00349 -7.29385
O -15.04099 -4.49313 -5.29266
C -8.07945 -6.90166 -6.24900
H -9.56005 -6.06363 -4.78296
H -10.18668 -3.76613 -4.07839
O -15.15429 -8.47340 -6.68117
H -7.00469 -7.11896 -6.31357
H -8.79099 -7.72928 -3.50317
C -12.20504 -11.30131 -8.02242
C -12.13930 -7.09563 -6.46931
H -13.04936 -5.43473 -2.26336
H -10.22128 -3.26114 -6.37693
O -11.90152 -10.88783 -9.30826
*
```

Entry 2:
ORCA calculation (wB97M-V/def2-TZVPD) on a structure of composition C31H57N2OP2PbS in a non-equilibrium geometry.

Computed properties:
**Energy**: -72753.763 eV
**HOMO level**: -8.75 eV
**LUMO**: -2.7 eV

Geometry as ORCA input:
```
! wB97M-V def2-TZVPD RIJCOSX def2/J DEFGRID3
* xyz 1 1
H 3.01348 -2.25630 0.88307
C -0.10400 -3.37531 -1.66599
C 2.07080 3.92342 0.24997
H -2.49121 4.36056 -1.54005
H 0.19408 1.86545 5.13604
C 1.16778 2.08490 -1.40717
H -2.43985 1.70223 0.05000
H -3.30210 3.18846 0.46784
C -1.22579 3.56063 -0.00009
H -0.05248 -5.77200 0.84129
S -1.09374 0.07311 4.25393
C -1.55737 3.77572 -1.47518
C 3.06560 -0.65505 -3.08229
H 2.83921 5.42181 1.55440
C -2.79306 -0.23321 -3.79622
H -3.37246 0.94265 4.30541
C -0.77360 1.80997 4.62569
H -3.27732 -0.71525 3.65488
H 0.96636 5.38062 -0.95235
C -2.89335 -0.03188 4.42136
C 1.94720 4.90753 -0.91435
H -0.37489 -5.89777 -0.89193
H -0.96586 0.83746 -3.36932
H 1.78742 -5.55127 1.74531
C 3.19945 -1.48819 -1.96800
H 4.21561 3.74016 0.46775
H -2.35728 -4.53589 -0.43203
H 1.10137 -1.76800 3.79614
H 2.03588 1.12457 -3.81665
H -1.13947 -1.53287 -4.26225
C -0.06692 -4.18189 3.33213
H 3.37864 2.19334 0.72931
H -1.53776 2.23104 5.28738
H -2.40724 1.86221 -3.50673
C 2.07987 4.63454 1.60336
C -2.18855 -1.40132 -4.55089
C 3.38115 3.11108 0.12089
C 0.16549 -5.31409 -0.13073
P 0.64255 -2.74634 0.98156
H 0.93090 -3.53803 -2.00469
H 3.82612 -2.37293 -1.96109
H 2.68772 5.69813 -0.78191
H -3.11279 -0.43785 5.41495
H 2.18695 -3.03790 4.40461
H -1.05846 4.73880 1.83963
H 0.28074 -4.64801 4.26674
C -2.33843 2.66260 0.58484
C 1.64803 0.78612 -1.71499
O 2.66600 1.18592 3.18826
H -0.78386 -3.39220 3.59934
H 2.67788 -2.07142 3.00413
C -0.31772 -3.86387 -0.21911
H -4.12481 -0.14209 -5.50572
N -2.62456 -0.64388 -1.16886
C 2.25940 -2.48722 0.11336
C 1.81580 -2.54676 3.49064
H 2.34872 3.96400 2.42887
H -0.36760 -2.31179 -1.78391
H 3.61342 -0.86618 -3.99975
N 1.59183 -0.20708 -0.74100
H -2.74573 -2.30530 -4.29591
H 3.58760 2.83392 -0.92073
C 2.18606 -4.72643 2.33922
H -2.23535 5.33542 0.67154
H 2.14749 4.43828 -1.87739
C -1.23747 4.88504 0.76721
C 1.79807 0.91732 2.49677
H 2.61097 -3.42962 -0.36154
C -4.15066 0.04358 -4.43023
H 3.09017 -4.34447 1.85371
C -1.81638 -3.75729 0.12597
C 2.22517 0.44164 -2.98240
H -0.59544 -4.95735 2.76314
H -0.71876 2.39301 3.69928
C -2.90779 -0.66776 -2.30908
H 0.89209 2.69837 -2.27174
H -1.68529 1.21345 -4.96134
H -2.22725 -2.77873 -0.16258
H -2.27863 -1.21207 -5.62854
H -2.00942 -3.91578 1.19468
C 1.16020 -3.61852 2.59708
H -0.75729 -3.95830 -2.33891
H -0.79134 4.33480 -2.02608
C 2.31916 -1.32118 -0.90288
H 2.48018 -5.14364 3.31163
P 0.59516 2.68941 0.17989
H -4.39582 1.08630 -4.29804
C -1.89688 0.99379 -3.91526
H -4.93015 -0.56890 -3.97652
H 1.12665 5.11069 1.83965
H -0.52985 5.62021 0.37230
H -1.73653 2.81825 -1.98480
H -2.21339 2.47094 1.66218
Pb -0.23940 0.03942 0.92725
H 1.23688 -5.40167 -0.35741
*
```

Entry 3:
ORCA calculation (wB97M-V/def2-TZVPD) on a structure of composition C30H54FeN7OP2 in a non-equilibrium geometry.

Computed properties:
**⟨S²⟩**: 6.145
**Energy**: -97421.052 eV
**HOMO level (spin up / spin down)**: -8.64 / -9.30 eV
**LUMO (spin up / spin down)**: -1.9 / -4.1 eV

Geometry as ORCA input:
```
! wB97M-V def2-TZVPD RIJCOSX def2/J DEFGRID3
* xyz 1 5
H 1.83991 -0.68331 -4.84203
C -2.22504 -4.57295 -0.67063
H 3.96681 -2.49063 -2.58742
N 3.90526 2.66511 0.60782
C -0.92398 0.60557 -2.47384
N 3.14872 1.54367 0.76127
H 0.93693 -4.57729 -2.02362
H 0.31579 0.87010 4.28447
H 3.24250 0.39936 -4.92878
C -2.14781 3.00926 -1.91480
H -3.20525 -1.03398 3.37542
H 3.20037 -2.36158 -0.02859
C 2.77736 -0.40791 -4.34156
H 0.07308 -0.76449 -3.83946
H 1.53719 -2.87307 0.36571
N 5.00220 2.89930 1.41165
H -0.13767 -3.28962 -1.45712
H 1.24934 3.68871 -0.72678
C -0.24883 1.79449 4.47378
C 3.03771 -3.04265 -2.76547
O 1.97657 -0.64501 2.41204
H -2.74121 3.04833 -3.98938
H -2.70804 -5.20745 1.91522
P 1.40023 -0.83573 -1.79014
C -1.17287 3.91680 3.35707
C 1.91483 -2.66610 -1.78971
C -0.17884 -0.68989 -2.77473
C 1.98987 1.56084 -3.09826
H -1.21325 1.55177 4.92878
H 3.47517 -1.24872 -4.37306
C 2.04925 3.14661 -0.21039
C 2.56153 0.14567 -2.91923
C -2.62733 0.75756 2.32184
C 3.88871 0.20803 -2.15591
H -0.71047 4.52034 4.15172
C -3.47992 1.73712 3.13930
H -4.33296 -0.20753 1.41871
H -1.15435 4.51817 2.44174
H 4.38676 -0.76527 -2.07066
H -1.22813 -5.02941 -0.66242
H -1.62578 -1.17197 2.58068
H 3.26752 -4.10923 -2.61603
C -2.23140 2.50016 -3.19470
C -2.39455 -3.59492 0.49661
H 5.54324 3.66709 1.03883
H 1.53568 1.93746 -2.17770
H -2.39526 -4.06985 -1.63112
H -0.82630 -1.54605 -2.53325
C -0.34297 2.63669 3.19288
H -4.08478 -2.56492 -0.40341
H 1.44059 3.65208 3.81538
H 1.22665 1.59862 -3.88855
H -2.95454 -5.39086 -0.59160
C -1.47399 -2.41790 0.33344
H 2.81131 2.24217 -3.36710
H -1.79355 -0.23994 4.09240
H -2.60497 3.95892 -1.62979
H -4.44685 1.25399 3.34886
C -2.27756 -0.49067 3.14173
H -1.02208 -4.66440 1.80425
H 1.11984 3.83410 2.08749
C -2.06494 -4.32366 1.80036
N 3.21355 3.72039 0.11113
N -0.76289 -1.49079 0.26129
C 1.08332 3.12110 2.91955
H -4.53001 -3.98049 0.56611
H -2.21397 3.75850 3.64040
C 0.68853 -3.51033 -2.14088
H 2.71965 -2.93965 -3.81029
C -1.64372 1.25877 -3.47425
H 4.56347 0.89735 -2.68447
H -3.03486 1.98680 4.10894
P -0.96775 1.54576 1.75236
H 0.35077 -3.35448 -3.17542
H -3.80242 1.23415 0.53075
H -2.88216 -0.28912 0.40815
H -1.68380 0.79427 -4.44932
N -0.87684 1.07403 -1.21688
H 0.32729 2.36548 5.21653
Fe 0.27204 0.13465 0.15877
C -1.49836 2.26920 -0.88223
N 1.98979 1.85475 0.16829
C 1.43615 -0.25924 1.44967
C -1.47448 2.66894 0.47482
H 2.68777 -4.03816 -0.31774
H -3.69627 2.65379 2.57345
C 2.35858 -2.98940 -0.35307
H -2.22312 -3.67530 2.67002
H 1.75940 2.27956 2.72828
C -3.44759 0.35653 1.08760
H 5.52051 2.04450 1.57677
H -4.05059 -2.48085 1.38081
H -1.92080 3.63050 0.71994
H 3.74139 0.58774 -1.14411
C -3.84808 -3.12009 0.51281
*
```